Record 1
# C3H6N2O

A structure of composition C3H6N2O in a non-equilibrium geometry (the ωB97M-V functional and the def2-TZVPD basis, OMol25).

For the gap between HOMO and LUMO, the calculation gives 8.96 eV. The value obtained for the energy above the lowest of the compared OMol25 structures with the same formula, charge and spin is 119.2 kcal per mole. Its highest occupied orbital energy is -9.037 eV.

Cartesian coordinates (Å):
C (0.307, -1.745, 0.186)
N (0.322, -1.045, -0.982)
C (0.453, 0.307, -0.003)
C (-1.191, 1.902, 0.087)
N (-0.918, 0.677, 0.257)
O (1.412, 1.022, -0.260)
H (1.238, -1.084, -1.422)
H (1.067, -2.498, 0.404)
H (-0.661, -1.850, 0.665)
H (0.645, -0.548, 1.044)
H (-2.211, 2.224, 0.278)
H (-0.464, 2.640, -0.255)

Quick look at the natural (NBO) charges, all values in e:
1. C -0.0543
2. N -0.6760
3. C 0.6061
4. C -0.0066
5. N -0.4724
6. O -0.6305
7. H 0.3653
8. H 0.2090
9. H 0.2160
10. H 0.0859
11. H 0.1783
12. H 0.1792

Record 2
# C23H16CaN7O2

A structure of composition C23H16CaN7O2 (the ωB97M-V functional and the def2-TZVPD basis, OMol25).

As for the total charge: -1. For the gap between HOMO and LUMO, the calculation gives 7.26 eV. The value obtained for the energy above the lowest of the compared OMol25 structures with the same formula, charge and spin is 3.8 kcal per mole. Its highest occupied orbital energy is -4.598 eV.

Cartesian coordinates (Å):
Ca (-0.337, -0.824, -0.360)
O (0.253, -1.374, 1.683)
C (1.285, -1.913, 2.242)
C (1.162, -2.541, 3.509)
C (2.231, -3.129, 4.144)
C (3.503, -3.124, 3.564)
C (3.656, -2.513, 2.338)
C (2.591, -1.908, 1.657)
C (2.908, -1.274, 0.388)
N (2.065, -0.696, -0.381)
N (2.601, -0.123, -1.532)
C (1.690, 0.569, -2.168)
O (0.465, 0.740, -1.820)
C (2.146, 1.230, -3.436)
C (3.454, 1.101, -3.900)
C (3.845, 1.723, -5.075)
C (2.936, 2.481, -5.804)
C (1.632, 2.610, -5.348)
C (1.241, 1.987, -4.171)
H (0.176, -2.543, 3.956)
H (2.081, -3.602, 5.109)
H (4.344, -3.587, 4.062)
H (4.635, -2.490, 1.868)
H (3.959, -1.278, 0.084)
H (4.148, 0.507, -3.322)
H (4.864, 1.615, -5.428)
H (3.243, 2.965, -6.723)
H (0.916, 3.195, -5.913)
H (0.226, 2.069, -3.805)
N (-5.404, -3.803, -0.366)
C (-4.474, -3.870, -1.061)
N (-3.457, -3.983, -1.893)
C (-2.396, -3.305, -1.597)
N (-1.445, -2.663, -1.390)
N (-4.886, -0.368, -0.401)
C (-3.689, -0.755, 0.098)
N (-2.702, 0.007, -0.289)
C (-3.279, 0.964, -1.116)
C (-2.681, 1.997, -1.836)
C (-3.510, 2.794, -2.601)
C (-4.896, 2.572, -2.660)
C (-5.496, 1.541, -1.963)
C (-4.658, 0.741, -1.194)
H (-5.753, -0.860, -0.266)
H (-3.590, -1.629, 0.725)
H (-1.606, 2.134, -1.808)
H (-3.083, 3.603, -3.179)
H (-5.507, 3.218, -3.277)
H (-6.562, 1.363, -2.024)

Quick look at the natural (NBO) charges, all values in e:
1. Ca 1.8065
2. O -0.8952
3. C 0.4005
4. C -0.2639
5. C -0.2044
6. C -0.3131
7. C -0.1484
8. C -0.2402
9. C 0.1315
10. N -0.4249
11. N -0.4661
12. C 0.5386
13. O -0.8882
14. C -0.0245
15. C -0.1946
16. C -0.2321
17. C -0.2241
18. C -0.2299
19. C -0.2041
20. H 0.1994
21. H 0.1951
22. H 0.1980
23. H 0.1938
24. H 0.1606
25. H 0.2347
26. H 0.2014
27. H 0.1998
28. H 0.2014
29. H 0.2272
30. N -0.5536
31. C 0.4582
32. N -0.7043
33. C 0.5632
34. N -0.7183
35. N -0.5206
36. C 0.2519
37. N -0.5944
38. C 0.1566
39. C -0.2226
40. C -0.2306
41. C -0.2177
42. C -0.2291
43. C 0.0747
44. H 0.4395
45. H 0.2285
46. H 0.2525
47. H 0.2111
48. H 0.2074
49. H 0.2128

Record 3
# C3H7NO2

A cluster of 2 separate species, C3H7NO2 in total in a non-equilibrium geometry (the ωB97M-V functional and the def2-TZVPD basis, OMol25).

The SMILES is C=NO.CC=O. For the gap between HOMO and LUMO, the calculation gives 10.61 eV. The value obtained for the energy above the lowest of the compared OMol25 structures with the same formula, charge and spin is 81.9 kcal per mole. Its highest occupied orbital energy is -9.665 eV.

Cartesian coordinates (Å):
C (-1.430, -0.038, 2.258)
C (-1.000, 0.131, 0.830)
O (-1.784, 0.439, -0.040)
H (-0.004, -0.320, 0.658)
H (-0.749, 0.502, 2.914)
H (-1.385, -1.095, 2.515)
H (-2.449, 0.312, 2.404)
C (2.343, -0.222, -2.038)
O (0.203, 0.601, -1.963)
N (1.241, -0.239, -1.436)
H (-0.650, 0.441, -1.515)
H (3.171, -0.723, -1.562)
H (2.493, 0.211, -3.025)

Quick look at the natural (NBO) charges, all values in e:
1. C -0.7218
2. C 0.4481
3. O -0.5513
4. H 0.1446
5. H 0.2312
6. H 0.2387
7. H 0.2298
8. C -0.1424
9. O -0.6048
10. N -0.1393
11. H 0.5020
12. H 0.1910
13. H 0.1741

Record 4
# CH14N2O4

A cluster of 5 separate species, CH14N2O4 in total in a non-equilibrium geometry (the ωB97M-V functional and the def2-TZVPD basis, OMol25).

The SMILES is NCN.O.O.O.O. For the gap between HOMO and LUMO, the calculation gives 9.12 eV. The value obtained for the energy above the lowest of the compared OMol25 structures with the same formula, charge and spin is 57.7 kcal per mole. Its highest occupied orbital energy is -8.533 eV.

Cartesian coordinates (Å):
N (0.134, 1.285, -0.564)
C (0.723, 0.035, 0.010)
N (-0.339, -1.029, 0.126)
H (-0.637, 1.037, -1.198)
H (-0.506, 1.632, 0.193)
H (1.520, -0.481, -0.592)
H (0.972, 0.145, 1.086)
H (-1.347, -0.704, 0.371)
H (-0.292, -1.528, -0.692)
H (-3.830, 0.807, 0.131)
H (-2.469, 0.532, 0.427)
O (-3.045, 0.667, -0.352)
H (-4.538, -2.571, 1.294)
H (-3.076, -3.217, 0.782)
O (-3.653, -2.406, 0.939)
H (3.084, 1.441, 0.840)
H (3.213, 0.567, 1.876)
O (2.854, 1.420, 1.744)
H (3.892, 0.137, -2.642)
H (3.509, 1.552, -2.049)
O (3.832, 0.682, -1.730)

Quick look at the natural (NBO) charges, all values in e:
1. N -0.8408
2. C -0.0780
3. N -0.8722
4. H 0.3600
5. H 0.3372
6. H 0.1878
7. H 0.2043
8. H 0.3476
9. H 0.3464
10. H 0.4655
11. H 0.4490
12. O -0.9125
13. H 0.4827
14. H 0.4929
15. O -0.9743
16. H 0.4656
17. H 0.4566
18. O -0.9186
19. H 0.4755
20. H 0.4769
21. O -0.9515

Record 5
# HN3O2

The molecule HN3O2 in a non-equilibrium geometry (the ωB97M-V functional and the def2-TZVPD basis, OMol25).

The SMILES is [H]/N=N/[N+](=O)[O-]. For the gap between HOMO and LUMO, the calculation gives 9.53 eV. The value obtained for the energy above the lowest of the compared OMol25 structures with the same formula, charge and spin is 101.1 kcal per mole. Its highest occupied orbital energy is -10.578 eV.

Cartesian coordinates (Å):
N (-0.344, -1.262, -0.444)
N (-0.142, -0.052, -0.469)
N (0.145, 0.805, 0.508)
O (-0.632, 1.642, 0.873)
O (1.422, 0.700, 0.808)
H (-0.449, -1.833, -1.275)

Quick look at the natural (NBO) charges, all values in e:
1. N -0.2600
2. N 0.0203
3. N 0.5676
4. O -0.2978
5. O -0.4031
6. H 0.3729

Record 6
# FHNOS

A cluster of 2 separate species, FHNOS in total in a non-equilibrium geometry (the ωB97M-V functional and the def2-TZVPD basis, OMol25).

As for the total charge: -1. For the gap between HOMO and LUMO (alpha / beta), the calculation gives 7.47 / 7.47 eV. The value obtained for the energy above the lowest of the compared OMol25 structures with the same formula, charge and spin is 41.8 kcal per mole. Its highest occupied orbital energy (alpha / beta) is -3.446 / -3.445 eV.

Cartesian coordinates (Å):
N (0.615, 0.145, 0.440)
O (1.686, 0.674, 0.262)
F (0.290, -1.590, -0.413)
S (-0.855, 0.781, -0.468)
H (-1.735, -0.009, 0.179)

Quick look at the natural (NBO) charges, all values in e:
1. N 0.1274
2. O -0.4157
3. F -0.7519
4. S -0.0777
5. H 0.1178

Record 7
# C9H10ClCoO5

A structure of composition C9H10ClCoO5 (the ωB97M-V functional and the def2-TZVPD basis, OMol25).

For the gap between HOMO and LUMO (alpha / beta), the calculation gives 6.91 / 6.91 eV. The value obtained for the energy above the lowest of the compared OMol25 structures with the same formula, charge and spin is 48.0 kcal per mole. Its highest occupied orbital energy (alpha / beta) is -9.646 / -9.645 eV.

Cartesian coordinates (Å):
Co (0.629, -0.674, -1.004)
O (0.955, 3.148, -1.170)
C (0.802, 1.975, -0.932)
O (1.232, 0.962, -1.623)
C (-0.062, 1.527, 0.247)
C (-1.358, 0.938, -0.333)
C (-2.214, 0.420, 0.840)
C (-1.535, -0.852, 1.325)
C (-0.081, -0.842, 1.092)
O (-1.121, -0.165, -1.159)
C (0.681, 0.410, 1.114)
C (2.184, 0.043, 0.814)
O (3.073, 0.543, 1.454)
O (2.269, -0.885, -0.093)
H (-0.289, 2.387, 0.873)
H (-1.889, 1.729, -0.872)
H (-3.228, 0.201, 0.509)
H (-2.271, 1.178, 1.623)
H (-1.966, -1.757, 0.897)
H (-1.635, -0.966, 2.417)
H (0.466, -1.761, 1.279)
H (0.632, 0.788, 2.146)
Cl (0.349, -2.995, -1.434)
C (1.265, -1.777, -2.354)
H (0.784, -1.605, -3.310)
H (2.329, -1.970, -2.344)

Quick look at the natural (NBO) charges, all values in e:
1. Co 1.0114
2. O -0.5848
3. C 0.7729
4. O -0.6424
5. C -0.3372
6. C 0.0801
7. C -0.4136
8. C -0.5062
9. C 0.1696
10. O -0.7129
11. C -0.5095
12. C 0.7861
13. O -0.5831
14. O -0.6948
15. H 0.2532
16. H 0.2226
17. H 0.2340
18. H 0.2141
19. H 0.2551
20. H 0.2711
21. H 0.2424
22. H 0.3259
23. Cl 0.0289
24. C -0.3399
25. H 0.2214
26. H 0.2358

Record 8
# C16H26N4Os

A structure of composition C16H26N4Os (the ωB97M-V functional and the def2-TZVPD basis, OMol25).

As for the total charge: +4. For the gap between HOMO and LUMO (alpha / beta), the calculation gives 5.92 / 3.79 eV. The value obtained for the energy above the lowest of the compared OMol25 structures with the same formula, charge and spin is 0.0 kcal per mole. Its highest occupied orbital energy (alpha / beta) is -23.667 / -22.710 eV.

Cartesian coordinates (Å):
Os (-0.692, 0.680, -0.359)
C (-0.812, 4.054, -3.021)
C (-1.027, 3.410, -1.658)
C (0.304, 2.990, -1.001)
C (-1.802, 2.105, -1.654)
C (-1.315, 1.016, -2.424)
C (-1.648, -0.334, -2.098)
C (-2.554, -0.650, -1.044)
C (-3.019, -2.040, -0.781)
C (-2.895, 0.441, -0.190)
C (-2.588, 1.795, -0.524)
H (-0.269, 4.993, -2.908)
H (-1.770, 4.290, -3.486)
H (-0.237, 3.423, -3.703)
H (-1.543, 4.109, -0.998)
H (1.007, 2.521, -1.691)
H (0.180, 2.309, -0.025)
H (0.808, 3.809, -0.477)
H (-0.607, 1.199, -3.226)
H (-1.226, -1.132, -2.702)
H (-2.329, -2.600, -0.139)
H (-3.105, -2.594, -1.718)
H (-3.988, -2.033, -0.279)
H (-3.447, 0.248, 0.726)
H (-2.869, 2.577, 0.175)
C (1.277, -1.827, -0.039)
N (2.125, -2.567, 0.861)
C (3.430, -1.971, 1.194)
N (2.759, -0.921, 1.961)
C (2.009, 0.054, 1.218)
N (0.704, -0.634, 0.737)
C (0.019, -1.205, 2.031)
N (0.896, -2.040, 2.793)
C (1.394, -3.165, 1.996)
C (2.107, -1.326, 3.223)
H (0.457, -2.470, -0.361)
H (1.840, -1.469, -0.901)
H (3.969, -1.600, 0.324)
H (4.041, -2.623, 1.815)
H (2.572, 0.402, 0.352)
H (1.751, 0.883, 1.878)
H (-0.847, -1.776, 1.698)
H (-0.309, -0.355, 2.629)
H (0.571, -3.771, 1.609)
H (2.059, -3.797, 2.581)
H (2.762, -1.973, 3.802)
H (1.861, -0.435, 3.805)

Quick look at the Löwdin charges, all values in e:
1. Os 1.3800
2. C 0.0041
3. C -0.3283
4. C -0.0197
5. C -0.2283
6. C -0.0452
7. C -0.0466
8. C -0.2551
9. C 0.0304
10. C -0.0463
11. C -0.0347
12. H 0.1197
13. H 0.1199
14. H 0.0976
15. H 0.1653
16. H 0.1103
17. H 0.0537
18. H 0.1414
19. H 0.1623
20. H 0.1622
21. H 0.0949
22. H 0.1275
23. H 0.1272
24. H 0.1665
25. H 0.1718
26. C -0.0677
27. N 0.0806
28. C 0.0351
29. N 0.0948
30. C -0.0594
31. N -0.1884
32. C -0.0966
33. N -0.0253
34. C -0.0141
35. C -0.0135
36. H 0.1613
37. H 0.1605
38. H 0.1795
39. H 0.1841
40. H 0.1601
41. H 0.1651
42. H 0.1412
43. H 0.1574
44. H 0.1807
45. H 0.1752
46. H 0.1767
47. H 0.1820